(1)
The following is a quantum chemistry calculation of a single BrH2O2PS molecule at a distorted geometry, from the OMol25 dataset.

Output
Relative energy (zero: lowest compared OMol25 entry of this formula, charge and spin): 0.00 kJ/mol
⟨S²⟩: 2.01
Multiplicity: 3

```
7
Properties=species:S:1:pos:R:3:lowdin_charge:R:1
Br -1.954 -1.213 0.492 0.229
S 1.024 -0.446 -2.091 0.221
P -0.011 -0.251 -0.143 -0.013
O -0.475 1.289 0.019 -0.311
O 0.931 -0.348 1.136 -0.247
H 1.783 -0.671 0.954 0.037
H -1.298 1.640 -0.367 0.084
```


(2)
The following is a quantum chemistry calculation of a molecular structure, C47H45N3O10P3STc at a distorted geometry, from the OMol25 dataset.

Output
Net charge: -1
E: -115327.3430 eV
⟨S²⟩: 3.78
Multiplicity: 4

```
110
Properties=species:S:1:pos:R:3:lowdin_charge:R:1
Tc 0.011 1.179 0.267 1.655
S -1.500 -1.195 2.649 0.505
P -2.932 2.354 0.621 0.214
P 2.897 1.818 2.605 1.119
P -1.085 2.778 2.740 0.232
O -2.377 3.823 0.336 -0.143
O -0.981 -2.542 2.503 -0.303
O -0.855 -0.279 1.677 -0.431
O -2.163 1.373 -0.275 -0.382
O -4.398 2.275 0.565 -0.274
O -2.389 2.034 2.149 -0.267
O -1.404 -0.673 4.007 -0.314
O 0.115 2.397 1.818 -0.475
O -1.308 4.242 2.781 -0.266
O -0.900 2.142 4.152 -0.094
N -0.873 -1.145 -3.238 0.164
N -0.056 -0.298 -1.234 -0.006
N -0.966 1.123 -2.858 0.150
C 7.308 2.215 4.054 -0.106
C 0.064 2.627 -1.210 -0.234
C -0.409 -0.196 -5.461 -0.032
C -5.296 -1.433 1.109 -0.024
C 6.596 3.303 3.569 -0.099
C -1.281 -1.292 -7.413 -0.095
C 2.441 0.229 3.391 -0.400
C 3.827 1.101 -1.888 -0.102
C 2.212 -3.151 -0.446 -0.082
C 0.379 -1.633 -0.893 -0.211
C 2.519 1.199 -1.458 -0.165
C -5.048 -2.956 2.934 -0.045
C 4.638 1.907 3.258 -0.383
C -0.634 2.423 -2.397 -0.213
C 1.748 -1.911 -0.842 -0.018
C -7.148 -3.084 1.547 -0.060
C -1.685 -2.236 -5.217 -0.207
C 5.358 0.828 3.772 -0.088
C 2.171 -2.165 3.424 -0.082
C -4.021 -0.930 1.343 -0.063
C -1.022 3.485 -3.219 -0.210
C -1.817 -2.279 -6.598 -0.052
C 4.515 1.177 0.388 -0.098
C 2.126 1.261 -0.107 -0.237
C -1.885 3.264 -4.437 -0.040
C -3.785 -2.454 3.180 -0.061
C 3.193 1.318 0.838 -0.360
C -0.992 -1.162 -4.640 -0.178
C 5.272 3.148 3.185 -0.116
C -0.567 -0.255 -6.837 -0.088
C -2.273 -3.315 -4.349 -0.038
C -0.533 -2.653 -0.600 -0.229
C 4.840 1.043 -0.949 -0.095
C -0.042 -3.895 -0.202 -0.044
C 1.884 -0.901 5.447 -0.084
C -3.256 -1.452 2.364 -0.252
C 6.681 0.981 4.163 -0.091
C 0.457 3.926 -0.904 -0.098
C -5.811 -2.469 1.872 -0.280
C -0.617 -0.089 -2.396 -0.351
C 2.436 -0.993 2.727 -0.089
C 0.125 4.990 -1.722 -0.079
C 1.312 -4.151 -0.108 -0.082
C -2.022 -2.474 -0.680 -0.025
C 2.159 0.267 4.756 -0.113
C 1.893 -2.120 4.781 -0.089
C -0.632 4.767 -2.861 -0.052
H -2.829 -4.029 -4.953 0.078
H 0.190 0.590 -5.023 0.112
H -0.756 -4.667 0.064 0.121
H 0.998 4.099 0.019 0.106
H -2.831 2.783 -4.165 0.091
H -0.929 5.603 -3.485 0.104
H 1.646 -0.859 6.503 0.101
H -7.595 -2.603 0.678 0.070
H -5.887 -1.008 0.307 0.116
H 5.321 1.151 1.102 0.088
H 5.873 0.911 -1.248 0.098
H 7.229 0.129 4.546 0.098
H 1.756 1.238 -2.223 0.079
H 2.160 -3.111 2.899 0.099
H 8.343 2.329 4.351 0.094
H -0.851 -2.044 -2.782 0.104
H -5.447 -3.745 3.562 0.109
H 7.075 4.271 3.488 0.096
H -1.412 -1.338 -8.486 0.098
H -2.128 4.220 -4.896 0.076
H -2.052 4.263 1.170 0.046
H -1.491 -3.865 -3.816 0.090
H 2.450 -1.137 -1.100 0.089
H -2.448 -2.728 0.287 0.074
H 4.051 1.059 -2.947 0.100
H -7.036 -4.148 1.330 0.076
H -2.302 -1.450 -0.919 0.079
H 4.715 3.996 2.800 0.098
H 1.663 -5.119 0.227 0.101
H 1.659 -3.032 5.315 0.100
H 3.279 -3.329 -0.393 0.105
H 4.888 -0.143 3.850 0.102
H -0.117 0.510 -7.456 0.103
H -1.631 1.105 -3.612 0.122
H 2.651 -1.035 1.666 0.084
H -3.174 -2.846 3.982 0.113
H -3.639 -0.148 0.713 0.068
H -2.458 -3.152 -1.419 0.075
H -7.841 -2.989 2.386 0.076
H -1.391 2.647 -5.193 0.068
H -1.176 1.182 4.169 0.059
H 0.416 5.996 -1.448 0.102
H 2.150 1.222 5.269 0.107
H -2.949 -2.890 -3.605 0.080
H -2.361 -3.103 -7.046 0.108
```